Entry 1:
Here is C25H23CuN11OS2SbSe5 as an isolated structure from the OMol25 dataset. Energies are from ωB97M-V with the def2-TZVPD basis set.

The net charge is +1. Its spin multiplicity is 2. As for the energy above the lowest of the compared OMol25 structures with the same formula, charge and spin: 0.0 kcal per mole. The HOMO-LUMO gap (alpha / beta) is 5.97 / 5.51 eV.

```
69
Properties=species:S:1:pos:R:3:forces:R:3
Cu 0.034554 -0.128306 -0.990665 0.537 0.082 -0.229
Se -6.723180 -2.911743 -3.382096 0.135 0.062 0.037
N -5.360762 -3.604731 -2.460016 -0.123 -0.008 -0.056
C -4.433409 -2.690803 -2.403436 -0.043 0.060 -0.039
C -3.161332 -2.878002 -1.717825 0.106 0.005 0.045
C -2.825634 -4.063255 -1.065838 0.033 0.014 0.009
C -1.602619 -4.154042 -0.436973 -0.017 -0.036 -0.003
C -0.755363 -3.051695 -0.461126 0.019 0.029 -0.004
N -1.068369 -1.918196 -1.068758 -0.035 0.062 0.128
C -2.243556 -1.825394 -1.704207 -0.017 -0.139 0.019
C -2.528000 -0.562570 -2.405438 -0.109 0.086 -0.072
N -1.566396 0.367758 -2.393079 -0.037 -0.008 0.099
C -1.791632 1.526312 -2.994004 0.072 -0.038 0.006
C -2.979660 1.818096 -3.655955 -0.042 0.007 -0.037
C -3.968673 0.859180 -3.693957 0.027 0.001 0.020
C -3.747070 -0.362192 -3.058059 0.100 0.080 0.008
C -4.729219 -1.438606 -3.058125 0.011 -0.071 0.028
N -5.893412 -1.351299 -3.637433 -0.107 -0.102 -0.010
H -3.526501 -4.887301 -1.070377 -0.004 0.004 -0.002
H -1.299326 -5.058682 0.071201 -0.008 0.003 -0.006
H 0.215124 -3.071338 0.021303 -0.017 0.000 0.008
H -0.980684 2.245037 -2.966077 -0.033 0.002 0.020
H -3.104839 2.777108 -4.139616 0.005 -0.010 0.005
H -4.907471 1.028279 -4.204316 -0.002 -0.005 0.003
S 2.246444 -0.816320 -1.797633 -0.085 -0.030 -0.143
C 3.552169 -0.413790 -0.809709 -0.121 0.013 0.158
N 3.442377 -0.540816 0.547859 -0.016 0.249 -0.025
C 4.448761 -0.281641 1.397438 -0.002 -0.010 -0.022
C 5.655919 0.113295 0.905384 -0.025 -0.012 -0.001
C 5.715182 0.287265 -0.487595 -0.018 0.013 0.015
N 4.718419 0.047547 -1.309072 0.161 -0.106 -0.030
H 2.519176 -0.742091 0.953034 -0.005 -0.156 -0.007
H 4.211314 -0.401732 2.445851 0.015 0.015 0.012
H 6.499762 0.313039 1.545971 -0.015 0.016 0.003
H 6.625827 0.664452 -0.943583 -0.012 -0.031 -0.012
C -2.201276 3.229960 2.157467 0.033 0.004 -0.003
N -0.993422 3.103210 1.348739 -0.061 0.000 0.022
C -0.121491 4.124803 1.190139 0.055 -0.011 -0.015
C 0.973362 4.014339 0.406564 -0.043 0.038 0.038
C 1.175611 2.759664 -0.243992 0.076 -0.049 -0.012
N 0.331859 1.754801 -0.076613 -0.178 -0.252 -0.066
C -0.802704 1.892189 0.677353 0.013 0.067 0.020
O -1.631056 1.003624 0.760603 -0.149 0.074 0.122
N 2.246311 2.557241 -1.026731 -0.059 0.057 0.020
H -2.165678 4.173716 2.695922 0.006 0.003 -0.007
H -2.255840 2.402005 2.859709 0.002 -0.007 0.002
H -3.084698 3.198673 1.522725 -0.007 -0.009 -0.004
H -0.357424 5.033465 1.727345 0.009 0.007 -0.007
H 1.661617 4.835692 0.283172 -0.009 -0.009 -0.004
H 2.813279 3.332845 -1.324425 -0.008 -0.021 0.001
H 2.287292 1.708251 -1.579368 0.009 0.005 0.008
C 0.530762 -0.081034 5.668585 -0.021 -0.008 -0.006
N 0.872287 -1.388759 5.141123 0.037 -0.034 -0.009
C 1.033685 -2.550592 5.882259 -0.023 0.027 0.026
C 1.335713 -3.538857 5.022394 0.005 -0.025 -0.031
N 1.355707 -2.965803 3.762276 -0.009 0.023 -0.012
C 1.067509 -1.642806 3.827214 0.026 -0.057 0.036
S 0.943296 -0.545920 2.554703 -0.065 0.034 -0.017
H 0.627341 -0.108237 6.750522 -0.001 0.003 -0.003
H -0.490618 0.179646 5.395150 0.003 0.008 -0.002
H 1.205779 0.663499 5.252387 -0.002 0.005 0.006
H 0.916391 -2.562116 6.950890 0.008 -0.006 -0.012
H 1.536552 -4.580933 5.190149 -0.003 0.013 -0.001
H 1.515208 -3.435111 2.887637 0.009 0.006 0.045
Se 1.523044 0.626203 -6.692563 -0.031 -0.060 -0.296
Sb 2.188284 2.424730 -5.028213 0.015 -0.106 0.087
Se 0.578382 4.035057 -4.568797 -0.171 0.211 -0.013
Se 4.172420 1.891467 -3.967312 0.231 -0.025 0.058
Se 0.524596 -0.437735 -4.980084 -0.027 0.052 0.106
```
Positions in Å, forces in eV/Å.

Atom charges from the Löwdin analysis, given in e for atoms 1 to 8: 0.072, 1.141, -0.220, -0.337, -0.077, 0.020, -0.025, -0.098


Entry 2:
Here is C25H23IrN11O2PS4 as an isolated structure from the OMol25 dataset. Energies are from ωB97M-V with the def2-TZVPD basis set.

The net charge is +1. Its spin multiplicity is 6. As for the energy above the lowest of the compared OMol25 structures with the same formula, charge and spin: 8.8 kcal per mole. The HOMO-LUMO gap (alpha / beta) is 7.31 / 5.54 eV.

```
67
Properties=species:S:1:pos:R:3:forces:R:3
Ir 0.005783 -0.461465 -0.315049 -0.046 -0.419 0.270
C 0.406327 3.092047 4.189374 0.017 0.050 0.032
N -0.087860 1.950129 3.437346 -0.048 -0.096 -0.036
C -1.044114 1.076070 3.863353 -0.014 0.010 0.028
C -1.206618 0.159133 2.865236 -0.016 -0.014 0.075
N -0.364067 0.460542 1.839672 0.187 0.142 0.013
C 0.306296 1.547236 2.204506 -0.012 -0.030 -0.172
P 1.557546 2.437610 1.236286 -0.040 0.122 0.099
C 0.588146 2.660915 -0.284540 -0.015 -0.090 0.093
N -0.442745 1.915081 -0.650701 0.075 -0.126 0.021
C -0.976037 2.519438 -1.752821 0.001 0.147 -0.051
C -0.242598 3.627046 -2.063728 -0.039 -0.005 0.002
N 0.742572 3.713126 -1.120606 -0.113 -0.044 -0.049
C 1.835802 4.668271 -1.134396 0.038 0.065 0.036
C 2.603868 1.022373 0.818624 0.032 0.022 0.057
N 2.175681 -0.209235 0.602550 -0.100 0.100 -0.223
C 3.287360 -0.987077 0.460468 0.080 -0.070 0.059
C 4.398804 -0.206288 0.587923 0.038 0.006 0.044
N 3.956889 1.064496 0.821973 -0.068 -0.120 -0.046
C 4.800270 2.244651 0.885800 0.037 0.051 0.047
H -0.128883 3.129638 5.133857 0.021 0.025 0.001
H 0.225342 4.014487 3.641052 0.019 0.002 0.026
H 1.471051 2.984256 4.387338 -0.014 0.028 0.008
H -1.515346 1.177627 4.824132 -0.026 -0.011 0.026
H -1.868276 -0.687473 2.841608 -0.015 -0.040 -0.023
H -1.853761 2.139525 -2.245151 -0.029 -0.006 -0.013
H -0.331247 4.353868 -2.851124 -0.028 0.006 -0.040
H 1.485725 5.594548 -1.582825 0.031 -0.001 -0.005
H 2.667876 4.265106 -1.710615 0.002 0.023 0.008
H 2.152163 4.870474 -0.112481 0.018 0.000 -0.030
H 3.222753 -2.048000 0.294727 0.003 -0.015 -0.004
H 5.448499 -0.436891 0.548701 0.026 -0.040 -0.011
H 5.785901 1.947324 1.234474 0.002 0.029 -0.009
H 4.378910 2.959941 1.588767 0.015 0.010 -0.029
H 4.882127 2.696856 -0.101914 0.014 0.014 0.012
S -1.702163 -2.009847 0.473419 -0.181 0.171 0.100
C -1.273919 -3.535220 -0.093779 0.291 -0.042 -0.221
C -2.178721 -4.613874 0.163040 -0.055 0.006 0.051
N -2.917449 -5.465938 0.381563 -0.055 -0.056 0.004
C -0.104919 -3.785617 -0.813588 -0.313 0.095 0.089
S 1.021645 -2.594842 -1.193912 0.088 0.142 0.081
C 0.154969 -5.113209 -1.282115 0.074 -0.015 -0.022
N 0.399909 -6.166780 -1.668964 0.008 -0.074 -0.039
N 5.100875 -3.772714 -5.323971 0.084 -0.084 -0.036
C 4.486645 -2.652242 -4.880449 -0.049 0.062 0.044
C 3.793190 -1.814444 -5.772535 0.005 0.008 0.039
C 3.150502 -0.688256 -5.316158 -0.035 0.019 -0.067
C 3.197808 -0.361206 -3.962246 0.102 -0.071 0.044
C 3.893364 -1.174547 -3.066847 0.023 -0.005 0.036
C 4.529252 -2.304731 -3.516737 -0.022 0.017 -0.046
S 2.309519 0.991876 -3.372958 -0.452 -0.145 0.138
O 1.814394 1.769478 -4.477584 0.101 0.059 0.025
O 2.975328 1.630763 -2.272769 0.052 -0.006 -0.088
N 0.975794 0.253727 -2.635205 0.713 0.315 -0.179
C -0.129351 0.064891 -3.253543 -0.547 -0.193 0.094
S -0.614558 0.358712 -4.925717 0.202 0.097 -0.095
C -2.144310 -0.258983 -4.570050 -0.089 -0.115 0.345
C -2.251633 -0.624986 -3.216146 -0.085 0.006 -0.350
N -1.166065 -0.443548 -2.501621 0.168 0.059 -0.107
H 5.090288 -4.020399 -6.296015 -0.016 0.005 0.011
H 5.597815 -4.376388 -4.695100 -0.023 0.016 -0.005
H 3.767362 -2.060770 -6.825452 -0.002 -0.012 -0.026
H 2.621956 -0.045256 -6.006137 -0.012 0.018 -0.013
H 3.929044 -0.913310 -2.018154 -0.009 0.018 -0.015
H 5.061223 -2.940977 -2.821761 0.016 -0.014 0.015
H -2.922902 -0.326172 -5.311494 -0.013 0.004 -0.055
H -3.149739 -1.022890 -2.765545 -0.001 -0.007 0.036
```
Positions in Å, forces in eV/Å.

Atom charges from the Löwdin analysis, given in e for atoms 1 to 8: 0.911, -0.021, -0.124, -0.034, -0.131, -0.066, -0.458, 1.183


Entry 3:
Here is C25H23N10O2S2SeTi as an isolated structure at a distorted geometry from the OMol25 dataset. Energies are from ωB97M-V with the def2-TZVPD basis set.

The net charge is +1. Its spin multiplicity is 3. As for the energy above the lowest of the compared OMol25 structures with the same formula, charge and spin: 0.8 kcal per mole. The HOMO-LUMO gap (alpha / beta) is 6.10 / 7.67 eV.

```
64
Properties=species:S:1:pos:R:3:forces:R:3
Ti 0.420475 -0.526511 0.416433 0.744 0.008 0.841
C 2.625428 2.010919 2.090670 0.007 -0.060 -0.061
C 3.134510 0.623576 1.874077 -0.424 0.161 -0.149
N 2.456940 -0.343617 1.297536 0.070 -0.133 0.005
C 3.165371 -1.538325 1.321251 -0.165 -0.093 -0.051
C 4.386100 -1.451444 1.901358 -0.056 -0.025 -0.062
S 4.661869 0.145886 2.430300 0.293 -0.055 0.120
C 2.510668 -2.753929 0.818319 -0.010 0.204 0.113
C 3.052686 -3.989472 0.690157 0.022 0.052 -0.064
S 1.856795 -5.089452 0.174208 0.132 -0.229 0.097
C 0.687348 -3.858010 0.177299 -0.266 0.294 -0.104
N 1.165159 -2.685188 0.509856 0.172 0.035 0.024
C -0.737553 -4.112315 -0.187306 0.015 -0.045 0.055
H 1.772809 2.203644 1.446020 0.017 -0.011 -0.024
H 3.405164 2.744346 1.891684 0.001 0.029 0.037
H 2.293714 2.125518 3.123938 0.019 0.019 0.013
H 5.103358 -2.238114 2.058088 0.042 0.005 0.005
H 4.068302 -4.294022 0.874396 0.019 -0.029 -0.015
H -1.003324 -5.152939 -0.008179 0.026 -0.004 -0.036
H -0.909726 -3.900922 -1.244819 -0.026 0.046 -0.013
H -1.383229 -3.489072 0.431690 0.008 0.023 -0.036
C 0.482324 4.975946 -3.167890 0.022 -0.020 0.019
C 0.499722 3.757457 -2.296193 -0.033 0.102 -0.079
C 1.661333 3.028305 -2.073006 0.024 -0.073 0.032
C 1.615917 1.885645 -1.300502 -0.035 -0.041 -0.025
N 0.491600 1.439193 -0.724740 0.053 -0.034 0.113
C -0.622562 2.160139 -0.909937 -0.040 -0.095 0.044
C -0.661560 3.300435 -1.680139 -0.009 -0.042 0.036
H 1.440336 5.129812 -3.659372 0.009 0.001 0.012
H 0.251647 5.862938 -2.575999 -0.004 0.006 0.002
H -0.287026 4.882853 -3.934254 -0.015 -0.024 0.002
H 2.600038 3.326455 -2.519453 -0.003 0.019 -0.015
H 2.499890 1.277915 -1.153015 0.007 0.034 -0.005
H -1.513728 1.787971 -0.420052 0.009 0.014 -0.012
H -1.603408 3.814561 -1.815629 0.007 0.027 -0.016
N -4.704437 -1.286076 -1.626408 0.082 0.061 0.038
C -3.272731 -1.137456 -1.853876 0.030 -0.196 0.064
C -2.562254 -1.125393 -0.515216 0.118 0.054 -0.186
O -3.283491 -1.432800 0.515877 -0.107 0.008 -0.069
O -1.360065 -0.888026 -0.418731 -0.602 0.002 -0.318
H -5.120590 -1.969772 -2.243516 0.005 -0.012 0.034
H -5.206453 -0.414579 -1.736641 0.009 -0.012 -0.035
H -4.196731 -1.562534 0.125239 -0.020 -0.023 0.086
H -2.967859 -0.269740 -2.443373 -0.012 0.042 0.072
H -2.873257 -2.017809 -2.369677 -0.046 0.055 -0.063
Se -0.369637 -2.430782 3.636054 -0.079 0.171 0.156
N -1.060263 -1.216999 4.793817 0.129 -0.057 -0.280
C -1.092671 -0.031825 4.157576 0.002 -0.127 0.061
C -1.537054 1.212281 4.625529 -0.053 0.117 0.072
C -1.473518 2.309430 3.767403 0.012 -0.083 0.024
C -0.978845 2.182888 2.474679 0.019 -0.044 0.112
N -0.540823 1.006562 1.998246 -0.013 0.080 -0.312
C -0.612014 -0.036361 2.820011 0.029 0.111 -0.277
N -0.175444 -1.189775 2.304797 -0.034 -0.227 0.031
H -1.921388 1.307168 5.631875 -0.005 0.016 0.001
H -1.813543 3.279562 4.100032 -0.005 0.001 0.026
H -0.923504 3.037967 1.812393 0.006 0.000 -0.026
N 1.431094 -0.985574 -1.487020 0.064 -0.147 0.030
C 0.774624 -1.175628 -2.433652 -0.273 0.217 -0.179
C -0.089076 -1.251285 -3.502822 -0.011 -0.038 0.036
C -0.744103 -2.480401 -3.767453 0.113 0.098 0.032
N -1.303792 -3.480898 -3.896348 -0.047 -0.040 0.008
C -0.593397 -0.017589 -4.000820 0.071 -0.124 0.081
N -1.016165 1.005265 -4.324772 -0.015 0.029 -0.022
```
Positions in Å, forces in eV/Å.

Atom charges from the Löwdin analysis, given in e for atoms 1 to 8: 1.006, -0.056, -0.607, -0.003, -0.304, -0.304, 1.149, -0.323